Entry from the Open Molecules 2025 dataset: a cluster of 2 separate species, C3H11N3O2 in total in a non-equilibrium geometry (ωB97M-V with the def2-TZVPD basis set).

The SMILES is CC(=O)NO.NCN. The calculation puts the energy above the lowest of the compared OMol25 structures with the same formula, charge and spin at 94.5 kcal/mol. The value obtained for the calculated total energy is -11851.6376 eV. The spin multiplicity is 1.

```
19
C3H11N3O2 | the Open Molecules 2025 dataset | ωB97M-V with the def2-TZVPD basis set
C 1.348 0.771 -0.442
N 2.211 -0.314 -0.333
N 1.909 2.013 -0.139
H 2.769 -0.342 0.512
H 1.739 -1.202 -0.494
H 1.264 2.787 -0.190
H 2.500 2.043 0.680
H 0.796 0.769 -1.387
H 0.179 0.502 0.143
C -2.208 0.253 0.871
N -0.719 -1.597 0.332
C -1.208 -0.326 -0.115
O -0.061 -2.305 -0.711
O -1.390 -0.207 -1.354
H -0.380 -1.818 -1.510
H -1.355 -2.207 0.832
H -3.114 -0.353 0.882
H -2.495 1.251 0.547
H -1.787 0.281 1.876
```